[1]
Molecular formula: C3H9N6O2
Method: DFT, ωB97M-V with the def2-TZVPD basis set

The total energy is -16285.3238 eV. As for the HOMO energy: -12.1 eV. As for the frontier orbital gap: 9.223 eV. As for the total charge: +1. The calculation puts the LUMO energy at -2.88 eV. As for the maximum force: 4.519 eV/Å. The calculation puts the energy above the lowest of the compared OMol25 structures with the same formula, charge and spin at 26.4 kcal per mole.

```
20
C3H9N6O2, DFT ωB97M-V with the def2-TZVPD basis set
N 2.481 1.440 1.198
N -1.728 -1.271 -2.073
H -2.265 -2.100 -2.364
H -0.297 -2.405 0.580
C 1.498 1.830 0.571
N 0.741 2.286 -0.256
O 1.110 -2.691 3.989
N 2.683 0.399 2.020
N -0.708 -2.437 -0.327
H 3.007 0.697 3.040
H -1.373 -3.243 -0.356
H -0.276 0.696 -1.212
O 0.933 -1.549 1.985
H 0.510 -0.170 0.103
N -0.153 -0.232 -0.679
C 1.085 -2.105 2.999
H -1.973 -0.370 -2.588
H 0.631 3.238 -0.480
C -0.908 -1.257 -1.022
H 3.420 -0.165 1.607
```

Here are the natural (NBO) charges for atoms 1 to 8, given in e: -0.342, -0.772, 0.439, 0.422, 0.643, -0.803, -0.456, -0.653

---

[2]
Molecular formula: C30H25P2S2V
Method: DFT, ωB97M-V with the def2-TZVPD basis set

The total energy is -97437.9270 eV. As for the HOMO energy (alpha / beta): -14.9 / -14.9 eV. As for the frontier orbital gap (alpha / beta): 7.036 / 7.038 eV. As for the total charge: +2. The calculation puts the LUMO energy (alpha / beta) at -7.82 / -7.82 eV. As for the maximum force: 0.640 eV/Å. The calculation puts the energy above the lowest of the compared OMol25 structures with the same formula, charge and spin at 0.5 kcal per mole.

```
60
C30H25P2S2V, DFT ωB97M-V with the def2-TZVPD basis set
H -3.767 6.270 1.981
H -1.434 0.554 3.603
C -0.670 1.465 5.388
C -3.008 5.805 1.366
C -2.596 3.395 -3.323
C -0.925 1.412 4.027
H -5.727 -1.358 2.967
C -2.296 2.305 -2.521
H -1.215 6.365 -1.460
S 0.869 1.890 0.402
C -1.036 4.630 -0.220
H -7.510 -1.772 1.312
C -0.023 2.568 5.928
C 1.116 -1.083 1.973
H -2.959 7.406 -0.058
C -3.644 4.238 -2.979
C 1.935 -0.883 0.822
C -5.585 -1.068 1.935
H 1.235 -0.586 2.925
C 0.102 3.592 3.759
H -0.979 0.650 6.028
H 0.177 2.605 6.991
H 0.864 4.486 5.546
C -1.631 0.949 1.013
H 0.393 4.424 3.129
C -1.570 5.859 -0.573
C -2.472 4.585 1.738
C -5.249 -0.308 -0.728
C -0.540 2.477 3.214
C -4.114 2.913 -1.031
S -1.501 -0.691 -1.313
H -1.483 1.642 -2.792
H -3.883 5.082 -3.613
P -2.724 0.660 -0.338
H -5.122 -0.005 -1.761
C -6.422 -0.921 -0.326
C -2.552 6.442 0.217
C -4.402 -0.464 1.541
H -3.615 -0.284 2.264
C -6.588 -1.297 1.002
H -2.021 3.578 -4.220
C -4.397 4.004 -1.833
H -7.209 -1.102 -1.045
C -3.061 2.062 -1.382
H 1.840 -1.760 -1.212
H -2.806 4.102 2.648
C 0.122 -2.027 1.644
C 0.317 -2.393 0.284
H -5.215 4.662 -1.576
C -4.239 -0.083 0.211
V -0.240 -0.160 0.483
P -0.804 2.440 1.454
C -1.485 4.001 0.939
H -4.717 2.713 -0.154
C 0.363 3.629 5.117
H -0.268 4.175 -0.832
H -0.279 -3.104 -0.264
C 1.445 -1.695 -0.210
H 2.788 -0.226 0.769
H -0.648 -2.404 2.299
```

Here are the natural (NBO) charges for atoms 1 to 8, given in e: 0.235, 0.220, -0.189, -0.144, -0.192, -0.213, 0.239, -0.172

---

[3]
Molecular formula: ClH7N2Si2
Method: DFT, ωB97M-V with the def2-TZVPD basis set

The total energy is -31373.0837 eV. As for the HOMO energy: -9.4 eV. As for the frontier orbital gap: 9.496 eV. The calculation puts the LUMO energy at 0.11 eV. As for the maximum force: 0.531 eV/Å. The calculation puts the energy above the lowest of the compared OMol25 structures with the same formula, charge and spin at 27.5 kcal per mole.

```
12
ClH7N2Si2, DFT ωB97M-V with the def2-TZVPD basis set
H 0.435 1.053 -0.576
Si -2.783 0.142 -0.924
H 1.621 -1.602 -1.736
H -3.563 1.919 0.494
N -3.179 0.991 0.501
N 0.569 0.219 -0.030
H 3.028 -0.099 -0.525
H -0.324 -0.162 0.236
H 1.834 -1.881 0.626
H -3.131 0.591 1.430
Cl -2.338 -1.718 -0.065
Si 1.808 -0.899 -0.456
```

Here are the natural (NBO) charges for atoms 1 to 8, given in e: 0.388, 1.017, -0.211, 0.403, -1.332, -1.281, -0.193, 0.383

---

[4]
Molecular formula: C16H40N8O8
Method: DFT, ωB97M-V with the def2-TZVPD basis set

The total energy is -45545.9593 eV. As for the HOMO energy: -9.3 eV. As for the frontier orbital gap: 9.403 eV. The calculation puts the LUMO energy at 0.12 eV. As for the maximum force: 7.531 eV/Å.

```
72
C16H40N8O8, DFT ωB97M-V with the def2-TZVPD basis set
H -6.043 -0.825 1.940
C -5.845 0.113 1.439
H -3.672 -1.836 3.030
H -5.461 -5.481 2.401
N 4.425 0.946 -0.646
H 1.765 -3.825 0.748
H 1.045 -5.411 1.277
N -3.667 -2.842 3.162
H 0.769 -1.603 -2.113
H -1.115 2.665 -2.103
H -3.723 -5.291 2.439
H 0.100 -1.679 -3.736
H -2.799 -3.341 3.325
C 1.663 4.421 0.598
O -1.447 4.518 -3.927
N -0.788 -1.162 0.975
H 0.635 6.058 -3.578
O -0.882 0.893 0.221
H -0.509 4.208 0.941
O -5.871 -2.969 2.893
C 1.390 -3.877 2.831
C 1.344 0.119 0.838
O 2.433 0.290 -2.682
N 1.580 0.078 -4.804
H 1.151 3.217 2.098
C 1.030 -1.574 -3.170
N 0.642 5.111 -3.221
H -6.222 0.073 0.419
C 1.774 -0.299 -3.498
H -0.124 2.226 -3.485
N -3.752 0.941 0.394
C -4.813 -3.531 2.979
H -0.283 -5.136 2.905
H 0.647 2.847 -2.020
H -4.593 -5.563 3.951
H 2.714 -4.953 1.738
C 5.691 0.801 -1.126
O 6.668 1.138 -0.493
H 1.967 0.976 -5.057
H -0.052 5.047 -0.523
C -4.348 0.364 1.466
H -0.283 -1.698 1.668
H 3.644 0.681 -1.229
O 2.044 -3.018 3.218
H -0.040 -4.137 4.281
O -3.728 0.030 2.402
H 2.896 3.324 1.828
H -4.456 1.342 -0.197
H -1.763 -0.972 1.193
H -2.754 0.859 0.151
H 5.654 -0.941 -2.378
C -0.225 2.951 -2.668
C 5.775 0.139 -2.504
C 1.708 -4.580 1.538
H 1.611 -2.475 -3.372
O 2.474 4.935 -0.111
H 1.275 4.929 -2.452
H 1.628 0.069 1.898
H 4.303 1.639 0.077
H 6.768 0.356 -2.897
H -6.360 0.933 1.938
C -0.432 4.304 -3.346
N 0.074 -4.275 3.289
C -0.215 0.024 0.623
C -4.639 -5.068 2.979
H 4.982 0.547 -3.131
H 0.958 -0.420 -5.424
H 0.103 5.836 1.052
C 0.228 4.901 0.514
H 1.823 -0.682 0.262
H 1.584 1.084 0.407
N 1.940 3.531 1.565
```

Here are the Löwdin charges for atoms 1 to 8, given in e: 0.056, 0.010, 0.065, 0.075, 0.156, 0.083, 0.075, 0.162

---

[5]
Molecular formula: C2H12N2O2
Method: DFT, ωB97M-V with the def2-TZVPD basis set

The total energy is -9341.4230 eV. As for the HOMO energy (alpha / beta): -3.2 / -3.2 eV. As for the frontier orbital gap (alpha / beta): 6.730 / 5.444 eV. As for the total charge: -1. The calculation puts the LUMO energy (alpha / beta) at 3.54 / 2.25 eV. As for the maximum force: 4.356 eV/Å. Its spin multiplicity is 2. The calculation puts the energy above the lowest of the compared OMol25 structures with the same formula, charge and spin at 33.5 kcal per mole.

```
18
C2H12N2O2, DFT ωB97M-V with the def2-TZVPD basis set
H -1.032 -1.922 -1.977
H -1.820 -1.417 -0.454
H 0.284 0.838 0.643
N 1.986 -0.804 -0.554
N -1.109 -1.216 -1.197
O -3.021 -0.215 0.952
H 3.334 0.384 0.637
C 2.251 0.039 0.570
H -0.150 -1.107 -0.677
C 1.301 1.114 0.792
O -1.867 1.305 -0.828
H -1.718 0.367 -1.124
H 2.645 -0.578 -1.256
H -2.548 0.940 -0.147
H 2.145 -0.588 1.505
H -3.812 -0.470 1.395
H 1.568 1.793 0.017
H 1.565 1.537 1.705
```

Here are the natural (NBO) charges for atoms 1 to 8, given in e: 0.349, 0.437, 0.277, -0.402, -1.157, -1.339, 0.147, -0.277

---

[6]
Molecular formula: C7H10
Method: DFT, ωB97M-V with the def2-TZVPD basis set

The total energy is -7419.3179 eV. As for the HOMO energy: -8.7 eV. As for the frontier orbital gap: 9.846 eV. The calculation puts the LUMO energy at 1.14 eV. As for the maximum force: 1.154 eV/Å. The calculation puts the energy above the lowest of the compared OMol25 structures with the same formula, charge and spin at 39.6 kcal per mole.

```
17
C7H10, DFT ωB97M-V with the def2-TZVPD basis set
C -0.667 -0.678 0.569
H 0.099 -0.371 -2.385
C 0.634 -0.710 -0.295
H 2.143 -0.667 1.340
C 0.299 0.226 -1.478
H 0.125 -0.172 2.648
H -0.228 1.238 1.626
H 1.956 0.888 0.514
H 1.070 0.959 -1.700
H -1.053 -1.613 0.981
C -1.652 0.079 -0.286
H 1.009 -1.694 -0.604
C 0.108 0.197 1.618
H -1.495 1.579 -1.837
C 1.424 -0.017 0.830
C -1.035 0.859 -1.166
H -2.708 -0.124 -0.352
```

Here are the natural (NBO) charges for atoms 1 to 8, given in e: -0.258, 0.212, -0.210, 0.205, -0.434, 0.204, 0.209, 0.199